## w
The molecule C2N2S3, computed with wB97M-V/def2-TZVPD.

Calculated values
Molar mass, g mol⁻¹: 148.2
LUMO energy (spin up / spin down), eV: -2.086 / -2.114
Frontier orbital gap (spin up / spin down), Ha: 0.2298 / 0.2302

```
7
Properties=species:S:1:pos:R:3:nbo_charge:R:1
S -1.64618 0.90023 0.07464 0.634
S 2.34029 -1.11942 0.04047 0.135
S -1.49682 -2.17037 -0.02267 0.282
N -0.22819 1.80679 -0.04340 -0.330
N 0.86454 1.18966 -0.01496 -0.236
C 1.27508 0.03574 -0.00589 0.099
C -1.10873 -0.64264 -0.02818 -0.585
```


## x
The molecule C2N2S3, computed with wB97M-V/def2-TZVPD.

Calculated values
Molar mass, g mol⁻¹: 148.2
LUMO energy (spin up / spin down), eV: -3.605 / -3.601
Frontier orbital gap (spin up / spin down), Ha: 0.2173 / 0.2179

```
7
Properties=species:S:1:pos:R:3:nbo_charge:R:1
S -1.79149 -0.25751 -0.00208 0.602
S 0.25880 -2.41580 -0.01161 0.178
S 2.42257 0.27868 -0.02140 0.180
N -0.05248 1.50968 -0.00867 -0.198
N -1.31369 1.34346 -0.04299 -0.247
C -0.16776 -0.79625 -0.00425 -0.467
C 0.64406 0.33775 0.09100 -0.046
```


Quick ranking, most stable first: x, w.


## w
A cluster of 2 separate species, FH2ISi in total, computed with wB97M-V/def2-TZVPD.

Calculated values
Molar mass, g mol⁻¹: 176.0
LUMO energy (spin up / spin down), eV: -1.542 / -2.888
Frontier orbital gap (spin up / spin down), Ha: 0.2925 / 0.2024

```
5
Properties=species:S:1:pos:R:3:nbo_charge:R:1
I -3.38787 -0.88845 0.40544 -0.254
Si 0.61450 0.09238 0.05642 1.256
F 0.80579 0.97024 -1.30861 -0.658
H 0.62279 0.77290 1.42371 -0.154
H 1.34479 -0.94707 -0.57695 -0.189
```


## x
A cluster of 2 separate species, FH2ISi in total, computed with wB97M-V/def2-TZVPD.

Calculated values
Molar mass, g mol⁻¹: 176.0
LUMO energy, eV: -0.355
Frontier orbital gap, Ha: 0.3453

```
5
Properties=species:S:1:pos:R:3:nbo_charge:R:1
I 2.06006 0.63199 -0.04842 -0.227
Si -0.21390 -0.11049 0.15273 1.189
F -0.26832 -1.69455 -0.18094 -0.658
H -0.52226 0.28555 1.61825 -0.147
H -1.05558 0.88751 -1.54162 -0.157
```


Quick ranking, most stable first: x, w.


## w
A cluster of 7 separate species, C14H21N7 in total, computed with wB97M-V/def2-TZVPD.

Calculated values
Molar mass, g mol⁻¹: 287.4
LUMO energy, eV: 0.191
Frontier orbital gap, Ha: 0.4231

```
42
Properties=species:S:1:pos:R:3:nbo_charge:R:1
N -5.28930 29.63318 -14.57797 -0.342
N -4.99605 32.87645 -22.83898 -0.343
N -5.58531 29.56430 -19.52145 -0.414
N -8.89029 27.27229 -20.68542 -0.387
N -4.36378 26.64550 -23.54453 -0.375
N -12.65095 30.38990 -20.07701 -0.342
N -6.55036 26.06345 -14.84539 -0.359
C -5.30144 24.87351 -12.90201 -0.732
C -10.04727 30.39421 -20.09391 -0.718
C -6.69545 28.40462 -17.41664 -0.737
C -8.29194 26.69076 -21.47296 0.319
C -5.02601 33.07488 -20.26411 -0.723
C -5.00291 32.96344 -21.71520 0.294
C -11.49675 30.38633 -20.06830 0.294
C -6.27911 29.25452 -14.11950 0.297
C -6.09288 29.04605 -18.57344 0.346
C -3.99167 28.83587 -22.18782 -0.724
C -4.18003 27.60056 -22.94880 0.310
C -7.51380 28.80451 -13.50134 -0.728
C -5.99947 25.55330 -13.97253 0.311
C -7.55270 25.96587 -22.51107 -0.719
H -9.67962 29.98270 -19.16282 0.250
H -7.42664 27.85405 -12.98884 0.258
H -7.02200 29.16821 -16.71803 0.255
H -3.22070 29.43927 -22.65897 0.257
H -4.37198 24.46674 -13.30357 0.264
H -6.86860 26.60372 -23.05199 0.275
H -3.61471 28.55382 -21.20158 0.259
H -9.66910 31.41466 -20.15210 0.246
H -4.01328 32.92653 -19.89691 0.254
H -5.65195 32.26261 -19.89846 0.268
H -5.84423 24.00317 -12.52697 0.261
H -5.40464 34.03952 -19.94678 0.250
H -8.33223 28.72030 -14.21565 0.260
H -7.06592 25.13503 -22.00844 0.257
H -8.32775 25.60093 -23.18643 0.254
H -7.50489 27.77462 -17.77567 0.269
H -5.98550 27.79756 -16.86188 0.280
H -4.93979 29.32856 -22.01979 0.275
H -5.11616 25.50364 -12.03760 0.259
H -7.83770 29.54616 -12.76621 0.254
H -9.68219 29.83026 -20.94340 0.270
```


## x
A cluster of 7 separate species, C14H21N7 in total, computed with wB97M-V/def2-TZVPD.

Calculated values
Molar mass, g mol⁻¹: 287.4
LUMO energy, eV: 0.391
Frontier orbital gap, Ha: 0.4291

```
42
Properties=species:S:1:pos:R:3:nbo_charge:R:1
N -1.90500 2.56559 -1.86098 -0.355
N 1.52388 1.06720 -0.12334 -0.414
N 5.72379 -2.38958 0.81360 -0.355
N 1.73203 -6.29952 -1.10267 -0.348
N 1.39461 -2.08761 -2.59885 -0.376
N -3.47775 0.18459 1.63256 -0.356
N -1.16244 4.89267 2.95398 -0.359
C 0.54756 0.49422 -0.31595 0.349
C 0.11050 3.73486 1.00283 -0.740
C -4.03461 0.76397 2.45388 0.305
C 4.91822 -1.58919 0.63170 0.290
C -0.66081 -0.25161 -0.56221 -0.733
C -2.46639 3.56504 -1.82276 0.303
C 0.39997 -4.88372 0.62275 -0.724
C 3.87212 -0.58836 0.46004 -0.720
C 3.22941 -3.83374 -3.19779 -0.739
C 1.15101 -5.67063 -0.34970 0.300
C -4.77703 1.50416 3.48978 -0.719
C 2.17308 -2.88069 -2.87526 0.320
C -0.62369 4.37206 2.08178 0.298
C -3.15849 4.85272 -1.73549 -0.720
H 3.04389 -1.13554 0.00990 0.258
H 4.24394 0.20414 -0.18248 0.263
H -0.33902 3.71186 0.01315 0.264
H -0.78947 -0.50690 -1.61265 0.278
H 2.94877 -4.65133 -3.85721 0.264
H -4.18824 4.70219 -2.04672 0.258
H -0.42881 -5.48711 0.98189 0.257
H -1.53329 0.33526 -0.28265 0.282
H -5.01700 2.50523 3.13506 0.257
H -3.02349 5.25119 -0.73367 0.261
H 1.03974 4.29143 0.85418 0.257
H 0.08077 -3.94848 0.16015 0.258
H 0.38367 2.72802 1.30373 0.274
H 3.50282 -0.16117 1.38688 0.260
H 3.47856 -4.34770 -2.26285 0.273
H 1.03362 -4.55363 1.44636 0.257
H -5.74007 1.04859 3.70725 0.254
H 4.16005 -3.38738 -3.53801 0.258
H -4.15050 1.55613 4.37536 0.259
H -0.56254 -1.18677 -0.00997 0.242
H -2.65333 5.50955 -2.44559 0.256
```


Quick ranking, most stable first: x, w.


## w
The molecule C2HN3O2, computed with wB97M-V/def2-TZVPD.

Calculated values
Molar mass, g mol⁻¹: 99.0
⟨S²⟩: 2.009
LUMO energy (spin up / spin down), eV: 0.536 / -4.216
2S+1: 3
Frontier orbital gap (spin up / spin down), Ha: 0.3580 / 0.2644

```
8
Properties=species:S:1:pos:R:3:mulliken_spin:R:1
O 2.29232 -1.21506 0.40283 0.067
O -0.60998 1.03777 1.19572 0.725
N -0.66775 0.26644 0.24608 0.357
N 0.23929 -0.43950 -0.24969 0.741
N -2.92329 -0.02968 -0.85879 0.120
C -1.89722 0.08847 -0.37767 -0.045
C 1.58986 -0.34545 -0.00146 0.009
H 1.97677 0.63701 -0.35703 0.025
```


## x
The molecule C2HN3O2, computed with wB97M-V/def2-TZVPD.

Calculated values
Molar mass, g mol⁻¹: 99.0
⟨S²⟩: 2.054
LUMO energy (spin up / spin down), eV: 0.500 / -3.792
2S+1: 3
Frontier orbital gap (spin up / spin down), Ha: 0.4340 / 0.2599

```
8
Properties=species:S:1:pos:R:3:mulliken_spin:R:1
O -3.18072 -0.76734 0.04294 0.756
O -2.15557 -1.56017 -0.01314 0.172
N 2.45743 -2.03120 0.03637 0.415
N 0.03973 -1.93275 -0.04539 0.475
N -0.74931 0.26469 -0.01470 0.438
C -0.91413 -0.99878 -0.02057 -0.132
C 1.29511 -1.93975 0.00806 -0.112
H 0.17843 0.65944 0.00088 -0.012
```


Quick ranking, most stable first: x, w.


## w
A structure of composition C3H3I, computed with wB97M-V/def2-TZVPD.

Calculated values
Molar mass, g mol⁻¹: 166.0
LUMO energy, eV: 0.297
Frontier orbital gap, Ha: 0.3257

```
7
Properties=species:S:1:pos:R:3:nbo_charge:R:1
I -0.73984 2.79918 -0.67768 0.140
C 0.68910 -0.03742 0.66200 -0.145
C -0.52265 0.70882 -0.66518 -0.338
C -0.63268 -0.10423 0.45858 -0.326
H -0.32404 0.13574 -1.57386 0.223
H -1.41475 -0.34068 1.19253 0.218
H 1.55827 0.29150 0.18260 0.230
```


## x
The molecule C3H3I, computed with wB97M-V/def2-TZVPD.

Calculated values
Molar mass, g mol⁻¹: 166.0
LUMO energy, eV: 0.101
Frontier orbital gap, Ha: 0.3000

```
7
Properties=species:S:1:pos:R:3:nbo_charge:R:1
I -3.56167 -0.11538 0.10515 0.319
C -1.52499 0.45967 -0.47502 -0.231
C -2.59147 0.80973 -1.72662 -0.102
C -0.25808 0.16814 0.15639 -0.727
H -0.37253 0.28300 1.22620 0.243
H -0.04168 -0.84588 0.11770 0.236
H 0.63297 0.76964 -0.22589 0.263
```


Quick ranking, most stable first: w, x.


## w
The molecule C5H10FN, computed with wB97M-V/def2-TZVPD.

Calculated values
Molar mass, g mol⁻¹: 103.1
LUMO energy (spin up / spin down), eV: 0.113 / -0.327
Frontier orbital gap (spin up / spin down), Ha: 0.3704 / 0.2827

```
17
Properties=species:S:1:pos:R:3:nbo_charge:R:1
F -2.81921 -1.10677 -0.78584 -0.282
N -2.04975 0.12185 -0.79056 0.116
C -1.07583 2.03659 0.38400 -0.601
C 0.14173 -0.20768 0.40049 0.135
C 0.21001 -1.41106 1.23392 -0.681
C 0.84334 -0.31377 -0.92240 -0.679
C -1.22001 0.43930 0.40424 -0.212
H 0.77250 -1.20643 2.21085 0.229
H 0.73233 -2.23494 0.76129 0.220
H 0.50575 0.36590 -1.63630 0.220
H -0.47891 2.32701 -0.46625 0.223
H 0.71228 -1.29400 -1.35393 0.218
H -0.85292 -1.61687 1.54062 0.224
H -2.07589 2.49204 0.31561 0.219
H -0.77355 2.21128 1.37568 0.222
H 1.92636 -0.18250 -0.80690 0.221
H -1.84435 0.01610 1.24049 0.207
```


## x
The molecule C5H10FN, computed with wB97M-V/def2-TZVPD.

Calculated values
Molar mass, g mol⁻¹: 103.1
LUMO energy, eV: 0.964
Frontier orbital gap, Ha: 0.3767

```
17
Properties=species:S:1:pos:R:3:nbo_charge:R:1
F -1.79184 -1.99702 2.16996 -0.368
N -0.50605 1.87226 -1.20843 -0.818
C 0.18721 1.31234 -0.06073 -0.257
C 0.45559 -0.22817 -0.08574 0.006
C 1.36427 -0.67337 -1.23072 -0.646
C -1.16651 -0.80184 1.82119 0.021
C -0.12721 -1.11171 0.74010 -0.240
H -0.35510 1.62554 0.86187 0.194
H -1.51738 1.67226 -1.16382 0.349
H -0.66138 -0.50175 2.75717 0.174
H 2.32553 -0.09036 -1.21277 0.214
H 0.92309 -0.42931 -2.23696 0.210
H -1.89623 0.01256 1.49047 0.171
H 1.12221 1.85300 -0.07206 0.199
H -0.23423 1.38431 -2.06460 0.349
H 0.23574 -2.16471 0.72704 0.215
H 1.64230 -1.73404 -1.23195 0.225
```


Quick ranking, most stable first: x, w.


## w
A cluster of 2 separate species, C2H3O3 in total, computed with wB97M-V/def2-TZVPD.

Calculated values
Molar mass, g mol⁻¹: 75.0
LUMO energy (spin up / spin down), eV: 3.678 / 3.702
Charge: -1
Frontier orbital gap (spin up / spin down), Ha: 0.2456 / 0.2229

```
8
Properties=species:S:1:pos:R:3:nbo_charge:R:1
O -0.67868 1.16321 2.40168 -0.672
O 0.01714 -0.73746 1.40057 -0.535
O -0.60501 -1.60159 4.24653 -0.910
C 0.01657 -0.13388 0.09442 -0.276
C -0.36600 -0.00599 2.42111 0.854
H 0.69763 0.72068 0.06922 0.178
H 0.34036 -0.90470 -0.60384 0.180
H -0.99139 0.20682 -0.15298 0.181
```


## x
A cluster of 2 separate species, C2H3O3 in total, computed with wB97M-V/def2-TZVPD.

Calculated values
Molar mass, g mol⁻¹: 75.0
LUMO energy, eV: 3.863
Charge: -1
Frontier orbital gap, Ha: 0.2239

```
8
Properties=species:S:1:pos:R:3:nbo_charge:R:1
O -0.69026 1.42911 -0.73166 -0.954
O -2.23325 1.06697 -3.23298 -0.534
O -2.39898 -0.76328 -1.85462 -0.569
C -0.25616 0.32543 -0.15485 -0.166
C -2.23263 0.20172 -2.50181 1.062
H -1.09048 -0.26327 0.46853 0.044
H 0.56204 0.38972 0.77480 0.035
H 0.01599 -0.46874 -0.90585 0.082
```


Quick ranking, most stable first: x, w.